[1]
# C55H96Cl2FN4O18S

A cluster of 8 separate species, C55H96Cl2FN4O18S in total (the ωB97M-V functional and the def2-TZVPD basis, OMol25).

Structure (XYZ):
```
177
Properties=species:S:1:pos:R:3:mulliken_charge:R:1
C -2.68807 6.15144 2.88872 -1.3404
C -3.24256 4.71006 2.90220 0.1570
C -4.26842 4.57849 1.75184 -0.8561
C -4.35444 3.10666 1.27750 -1.0769
C -4.80385 2.93545 -0.17010 0.1123
O -5.66065 4.02564 -0.43698 -0.5257
N -5.32515 1.58049 -0.56289 0.6052
C -6.54236 1.27271 0.21930 -0.9908
C -7.36660 0.18879 -0.51153 -0.8985
O -7.85816 -0.74439 0.46328 -0.2454
C -8.82217 -1.53593 -0.13459 0.0943
O -8.51321 -2.46257 -0.81239 -0.4307
C -4.14791 0.86790 -0.52701 -0.6077
N -3.80212 -0.27691 0.00207 0.2099
Cl -4.97306 -1.22429 0.78940 0.0472
C -2.43654 -0.83924 -0.02040 0.3285
Cl -1.93515 -1.01675 1.70175 -0.1543
C -2.42790 -2.23508 -0.64234 0.3312
C -3.20785 -2.37410 -1.96985 -1.3309
N -3.18429 1.61427 -1.21615 0.9898
C -2.70812 1.08482 -2.48636 -0.4406
O -1.54484 1.83504 -2.77706 0.4722
C -0.88994 1.36568 -3.92418 -0.1736
C -1.36828 1.76601 -5.16068 -0.3580
C -0.73182 1.34604 -6.32898 0.4836
C -1.26201 1.81052 -7.67618 -1.6030
C 0.37791 0.52216 -6.18845 -1.1268
C 0.85312 0.13938 -4.93813 -0.5616
C 0.23188 0.55189 -3.75698 0.1630
C 0.75046 0.16265 -2.38754 3.5470
C 1.99225 -0.74211 -2.44716 -1.7240
C 1.12520 1.40031 -1.52809 -1.3684
C -3.63427 3.03928 -1.23067 0.1992
C -3.97777 3.64634 -2.57003 -1.0337
C -5.20118 3.05824 -3.29786 -0.4780
F -4.98130 3.16356 -4.66450 -0.3779
N -2.51688 3.72505 -0.50223 -0.5333
C -1.85920 4.54530 -1.11909 0.4678
S -1.16846 5.75893 -1.82768 -0.3434
H -2.34986 6.42849 1.88530 0.4193
H -3.48265 6.82395 3.22263 0.3448
H -1.84864 6.26522 3.57695 0.2309
H -2.39358 4.04211 2.72655 -0.1138
H -3.71297 4.55961 3.87548 0.3706
H -5.24220 4.96626 2.04632 0.4990
H -3.86707 5.19337 0.94539 0.3454
H -3.37535 2.65472 1.46385 0.0170
H -5.03318 2.61237 1.98434 0.7573
H -6.44486 3.75722 -0.92905 0.5987
H -6.27879 0.92377 1.21775 0.5707
H -7.19806 2.12957 0.36109 0.8890
H -8.22791 0.67692 -0.98315 0.6082
H -6.78043 -0.33927 -1.26921 0.2421
H -9.88209 -1.28759 0.01260 0.4311
H -1.73314 -0.13875 -0.45706 -0.3160
H -1.40641 -2.57511 -0.83525 -0.5146
H -2.87277 -2.95103 0.05227 0.7125
H -2.61959 -2.04212 -2.82710 0.2443
H -4.16793 -1.84660 -1.97555 0.1690
H -3.44372 -3.43197 -2.09081 0.4784
H -3.43906 1.13017 -3.30522 0.1666
H -2.39657 0.03839 -2.41272 0.2047
H -2.23021 2.42572 -5.21795 0.3136
H -0.45886 2.29917 -8.22851 0.3716
H -1.64403 0.93950 -8.21114 0.3359
H -2.06638 2.52506 -7.50441 0.3187
H 0.88730 0.16070 -7.07688 0.4525
H 1.72085 -0.50576 -4.91030 0.6948
H 0.00163 -0.38933 -1.80197 -1.4186
H 2.44047 -0.88748 -1.46405 0.5847
H 1.71195 -1.72668 -2.83195 0.6406
H 2.75952 -0.34483 -3.11646 -0.8444
H 1.68125 2.14620 -2.10237 0.0357
H 1.76207 1.09429 -0.69359 0.5119
H 0.24797 1.88702 -1.09221 0.2490
H -4.17650 4.71084 -2.42921 0.6173
H -3.14275 3.60244 -3.27342 0.6178
H -6.09289 3.65311 -3.09061 0.3702
H -5.35417 2.00172 -3.07873 0.1461
O 0.18932 5.31736 5.73869 -0.5281
C 0.82717 4.60291 5.01390 0.7781
O 0.53125 4.58659 3.70326 -0.3280
C 1.32489 3.92089 2.71511 -0.5523
C 0.96486 2.45374 2.60050 -0.4412
C 1.88480 3.66878 5.55083 -1.1812
H 2.38762 4.07565 2.90429 0.4344
H 1.09779 4.42562 1.77703 0.2972
H 1.16183 1.91689 3.52895 0.3273
H 1.53827 1.98245 1.80149 0.1459
H -0.09976 2.34348 2.38606 0.0332
H 1.40221 2.76192 5.91376 0.2601
H 2.38381 4.16163 6.38169 0.3666
H 2.65369 3.40374 4.82911 0.3700
O -3.43491 6.88279 6.32611 -0.5116
C -2.99509 6.73826 7.43518 0.6352
O -3.65385 7.29211 8.47298 -0.3902
C -3.31857 7.04142 9.83933 -0.3903
C -2.20782 7.95138 10.32094 -0.9417
C -1.68706 6.02780 7.66998 -0.5559
H -3.08747 5.98622 9.99299 0.3657
H -4.22872 7.24677 10.40108 0.3078
H -1.28397 7.78469 9.76666 0.2702
H -2.00949 7.78439 11.38009 0.3464
H -2.48653 8.99480 10.17326 0.2961
H -0.87056 6.72409 7.50008 0.2041
H -1.61212 5.21878 6.95867 0.0914
H -1.59032 5.58966 8.66238 0.3279
O 0.13995 -3.73062 -1.69284 -0.6740
C 0.89902 -4.18001 -0.86177 0.8641
O 2.15863 -4.41952 -1.21931 -0.3358
C 3.20126 -4.78260 -0.29482 -0.7412
C 3.21066 -6.26850 -0.02142 -0.0842
C 0.43100 -4.54504 0.52558 -0.7163
H 3.12907 -4.18961 0.61840 0.3915
H 4.12892 -4.48862 -0.78347 0.3782
H 2.28764 -6.59077 0.45045 -0.2805
H 4.04004 -6.53490 0.63217 0.1798
H 3.30653 -6.82319 -0.95545 0.3490
H -0.01845 -5.53585 0.50210 0.1426
H -0.31949 -3.81927 0.83691 0.0753
H 1.21317 -4.52933 1.27767 0.3790
O 5.15216 1.50632 -1.09789 -0.6061
C 5.09409 1.07534 -2.21752 0.5667
O 4.86883 -0.24405 -2.39434 -0.4213
C 4.60093 -0.83129 -3.66927 -0.0211
C 5.87523 -1.15520 -4.42061 -1.4474
C 5.34356 1.95120 -3.42069 -0.5639
H 3.92406 -0.20087 -4.25022 0.2352
H 4.06104 -1.75312 -3.45286 0.4352
H 6.45132 -0.25622 -4.63970 0.3003
H 5.64717 -1.65629 -5.36184 0.4145
H 6.51103 -1.80444 -3.81854 0.3538
H 6.41670 2.03581 -3.58587 0.3958
H 4.94278 2.93778 -3.21646 0.0992
H 4.86720 1.59976 -4.33348 0.2396
O 1.36317 -6.88696 2.42915 -0.4880
C 0.99723 -8.01117 2.66196 0.7984
O 0.85084 -8.38914 3.94313 -0.3926
C 0.26441 -9.63454 4.33409 -0.4736
C 1.28052 -10.75742 4.32834 -0.7249
C 0.78750 -9.01898 1.56223 -0.7708
H -0.60833 -9.86012 3.72017 0.3539
H -0.09956 -9.47536 5.34772 0.3128
H 1.67922 -10.93150 3.32791 0.0676
H 0.82900 -11.68315 4.68525 0.3830
H 2.12390 -10.50414 4.97140 0.2896
H 1.74959 -9.45845 1.29661 0.0492
H 0.38489 -8.50412 0.69255 0.2979
H 0.08462 -9.81047 1.81343 0.3376
O 6.33563 4.35621 -5.90368 -0.5539
C 5.35094 5.00925 -5.69950 0.8044
O 4.73992 4.90637 -4.50141 -0.3373
C 3.66548 5.74357 -4.07064 -0.5821
C 2.33379 5.21589 -4.55851 -0.6649
C 4.73552 5.87331 -6.77419 -1.0376
H 3.83861 6.78214 -4.35555 0.4250
H 3.69303 5.71144 -2.98217 0.3371
H 2.27387 5.21139 -5.64740 0.2723
H 1.51450 5.82283 -4.17174 0.3221
H 2.19709 4.18549 -4.22721 0.1219
H 4.11108 5.24963 -7.41274 0.2573
H 5.53965 6.29759 -7.37024 0.3299
H 4.14618 6.70500 -6.39506 0.3379
O 3.35358 -9.69200 0.09415 -0.5977
C 4.30510 -9.94557 0.78889 0.8449
O 5.18745 -8.97419 1.06097 -0.2257
C 6.25369 -9.11387 2.00950 -0.4239
C 7.47252 -9.76487 1.39081 -1.0477
C 4.56390 -11.34705 1.28646 -1.2313
H 5.90849 -9.63670 2.90239 0.3567
H 6.49726 -8.09862 2.31791 0.3506
H 7.25985 -10.77945 1.05316 0.2678
H 8.28889 -9.80617 2.11169 0.3809
H 7.79907 -9.19912 0.51827 0.3117
H 5.06601 -11.91102 0.50157 0.3198
H 3.60600 -11.81625 1.50100 0.3109
H 5.15382 -11.39447 2.19841 0.3837
```

calculated total energy = -5144.7768 hartree
orbital gap = 7.968 eV
charge = +1

---

[2]
# C56H100N12

A cluster of 12 separate species, C56H100N12 in total (the ωB97M-V functional and the def2-TZVPD basis, OMol25).

Structure (XYZ):
```
168
Properties=species:S:1:pos:R:3:mulliken_charge:R:1
C -2.48031 3.30613 0.87960 0.6245
C -3.53771 3.46351 1.72119 -1.1535
C -4.68972 3.36243 0.94862 -0.5831
N -4.32116 2.96284 -0.31100 0.1049
C -2.93031 2.96457 -0.31752 -0.5764
H -1.44123 3.39439 1.16054 0.5547
H -3.35107 3.79992 2.73034 0.4654
H -5.70936 3.49482 1.27910 0.4108
H -4.93571 2.64942 -1.04869 0.1977
H -2.35907 2.74567 -1.20756 -0.0623
C 0.31918 -5.91147 -2.11161 -0.5586
C 0.35543 -4.52701 -2.45275 0.4211
C -0.00394 -4.36949 -3.78623 -0.8349
N -0.00976 -5.65864 -4.31149 0.0280
C 0.00256 -6.56746 -3.27841 -1.0058
H 0.51344 -6.47755 -1.21261 0.5903
H 0.68333 -3.75719 -1.76992 0.1933
H -0.05845 -3.51334 -4.44231 0.4851
H -0.24673 -6.02448 -5.22259 0.2318
H -0.10254 -7.63902 -3.36275 0.4040
C -4.87392 -0.20108 4.60847 -1.1032
C -4.08308 -1.26409 4.07592 -0.1725
C -3.42723 -0.80911 2.97448 -1.2297
N -3.81174 0.45460 2.71076 0.3827
C -4.69414 0.83666 3.66786 -0.2474
H -5.32028 -0.10567 5.58727 0.3765
H -3.96321 -2.26241 4.47013 0.6057
H -2.51675 -1.19253 2.53812 0.7779
H -3.46332 1.06938 1.98913 0.2030
H -5.04534 1.84771 3.81218 0.3742
C -0.27803 -5.83545 2.43298 -0.7691
C -0.45518 -4.48377 2.57622 -0.0859
C 0.81043 -3.88817 2.41550 -1.1172
N 1.71105 -4.92800 2.26519 0.0385
C 1.06756 -6.10636 2.14017 -0.6858
H -1.00627 -6.62947 2.50784 0.4849
H -1.40068 -3.99602 2.76202 0.7401
H 1.21450 -2.89265 2.52534 0.7199
H 2.66510 -4.71536 2.01086 0.2569
H 1.69767 -6.95593 1.92202 0.4610
C 5.53032 -0.44462 -0.08956 -0.8097
C 5.64833 -0.40865 1.35278 -0.4359
C 4.34576 -0.23484 1.82147 -1.0649
N 3.54582 -0.09628 0.73160 1.0463
C 4.21065 -0.32654 -0.43724 -0.2284
H 6.43337 -0.46808 -0.68148 0.3903
H 6.57029 -0.37715 1.91437 0.6064
H 4.08307 0.12044 2.80695 0.5080
H 2.62243 0.30933 0.67744 -0.1411
H 3.70939 -0.22785 -1.38876 0.1911
C 0.46545 -1.04229 -0.34498 0.2915
C 0.13294 0.19757 0.18112 -0.3669
C 0.60246 1.17126 -0.72328 -0.9447
N 1.23879 0.48446 -1.74955 1.5526
C 1.14553 -0.84986 -1.54041 -0.5671
H 0.40879 -2.02271 0.10443 -0.1589
H -0.44203 0.30335 1.08921 -0.6108
H 0.58137 2.25034 -0.68386 0.0350
H 1.75109 0.95228 -2.48357 0.4144
H 1.53101 -1.58074 -2.23584 0.5434
C 3.84239 1.38015 -3.42064 -0.1172
C 3.21491 0.48945 -4.22293 -1.0768
C 2.10495 1.11464 -4.85293 -0.4767
N 1.96588 2.32380 -4.23952 0.4868
C 2.97244 2.48399 -3.31589 -1.4213
H 4.81844 1.18830 -3.00005 0.6636
H 3.53696 -0.45342 -4.63970 0.4796
H 1.37517 0.80746 -5.58741 0.5298
H 1.20647 2.98650 -4.30460 -0.0637
H 3.08547 3.42946 -2.80628 0.5076
C -2.60373 -1.33417 -4.47598 -0.7598
C -1.71078 -1.13065 -3.47429 0.5397
C -2.24001 -0.28081 -2.60218 -0.3936
N -3.51676 0.08415 -2.95084 0.0999
C -3.72333 -0.55983 -4.15602 -1.1643
H -2.48771 -2.07619 -5.25209 0.4197
H -0.71453 -1.54721 -3.45518 0.1739
H -1.78271 0.10078 -1.70126 0.4494
H -4.18839 0.58697 -2.38854 0.1704
H -4.71646 -0.49319 -4.57512 0.4921
C 0.95168 5.61739 -1.94453 -0.6610
C 0.67700 5.85382 -3.37723 -1.1122
N 0.07062 4.72219 -4.11376 1.3548
C -1.26233 4.47044 -3.57284 -0.2968
C -1.99328 3.25719 -4.17545 -1.6044
C 0.03566 4.96388 -5.54017 -0.6687
C 1.43117 5.21387 -6.15395 -1.4463
H 1.75378 6.26966 -1.59917 0.3164
H 1.23250 4.60031 -1.67105 -0.2465
H 0.08388 5.84557 -1.32569 0.3173
H 0.11177 6.77465 -3.52102 0.3974
H 1.62994 6.09318 -3.84913 0.4953
H -1.06826 4.16760 -2.54390 -0.1002
H -1.87205 5.36903 -3.47856 0.3465
H -1.40492 2.36533 -3.95980 0.2581
H -2.85385 3.01591 -3.55151 0.4910
H -2.30412 3.38939 -5.21179 0.4455
H -0.71131 5.73187 -5.74098 0.4835
H -0.43990 4.06564 -5.93402 0.4027
H 2.18285 4.47363 -5.87984 0.2266
H 1.64228 6.27611 -6.03073 0.3739
H 1.31433 4.93772 -7.20190 0.4578
C -0.50842 0.65146 3.88491 -0.4826
C -0.95165 0.98125 5.31229 -1.0493
N -0.03595 0.40685 6.36932 0.0336
C 0.19694 -1.09744 6.22976 -0.5469
C -1.02824 -2.00482 6.19017 -0.8175
C -0.46005 0.78674 7.67664 -0.5639
C 0.61218 0.56005 8.76587 -1.2055
H -1.05304 1.25312 3.15724 0.0803
H -0.56104 -0.37944 3.53483 -0.1216
H 0.54384 0.88644 3.72476 0.6985
H -0.91801 2.07038 5.34001 0.5043
H -1.97353 0.64714 5.49185 0.3884
H 0.73042 -1.26133 5.29347 0.1981
H 0.81988 -1.52321 7.01638 0.3329
H -1.45544 -2.13224 7.18484 0.3549
H -1.79110 -1.68884 5.47863 -0.1013
H -0.75905 -3.03244 5.94596 0.4860
H -1.36247 0.21825 7.90150 0.3168
H -0.83974 1.80604 7.60614 0.4859
H 0.18533 0.65701 9.76411 0.3841
H 1.32182 1.38670 8.73190 0.3001
H 1.15734 -0.38355 8.78883 0.2944
C 4.43979 6.46402 0.02246 -1.3246
C 4.90817 5.04139 -0.09688 0.1454
N 4.39908 4.15376 0.96395 0.1044
C 5.19675 2.91273 1.09828 0.2327
C 6.66841 3.03960 1.56772 -1.4895
C 3.03122 3.78813 0.60175 1.2928
C 2.18832 3.62608 1.85480 -1.0752
H 4.70115 6.91490 0.97980 0.3873
H 3.35204 6.48431 0.08950 0.2027
H 4.85648 6.99685 -0.83226 0.3717
H 4.72071 4.69802 -1.11426 0.0189
H 5.99356 5.00463 -0.00372 0.4213
H 4.65112 2.33244 1.84236 -0.1455
H 5.16821 2.31052 0.19019 0.2148
H 7.29215 3.42877 0.76299 0.3383
H 6.77808 3.71056 2.41971 0.3495
H 6.99831 2.11073 2.03296 0.3850
H 2.94571 2.81985 0.10858 -0.2208
H 2.57652 4.49955 -0.08762 -0.6659
H 2.64779 2.94157 2.56784 0.2592
H 1.16702 3.32051 1.62747 -0.0920
H 1.97843 4.57422 2.34984 0.3799
C -2.47910 -3.45475 -0.71926 -0.4499
C -3.18688 -4.47035 -1.57096 -0.0171
N -3.90625 -5.51965 -0.85957 -0.1435
C -2.91133 -6.29669 -0.10087 0.4246
C -3.42641 -7.61540 0.52709 -1.5703
C -4.56752 -6.37546 -1.91569 -0.7587
C -3.59684 -7.11131 -2.88193 -0.6615
H -1.75453 -3.88310 -0.02671 -0.1102
H -3.05035 -2.79954 -0.06164 0.6321
H -1.99139 -2.77263 -1.41564 -0.3425
H -3.83564 -3.90668 -2.24140 0.6086
H -2.45753 -4.75831 -2.32808 -0.3811
H -2.57262 -5.72447 0.76281 0.1577
H -1.96260 -6.38007 -0.63101 -0.0048
H -2.72086 -8.01130 1.25755 0.3899
H -3.56183 -8.38935 -0.22840 0.3037
H -4.36274 -7.65001 1.08404 0.3484
H -5.22266 -7.07195 -1.39242 0.3834
H -5.24086 -5.80692 -2.55716 0.4527
H -4.08880 -7.36967 -3.81965 0.4426
H -2.72957 -6.50940 -3.15330 0.0882
H -3.18726 -8.02939 -2.46066 0.1800
```

calculated total energy = -2850.6197 hartree
orbital gap = 8.223 eV
ΔE to the lowest compared entry with this formula, charge and spin = 0.00 kJ/mol

---

Look up the calculated total energy of the first one.
-5144.7768 hartree

---

Look up the orbital gap of the first one.
7.968 eV

---

What is the orbital gap in the second record?
8.223 eV

---

The lowest orbital gap belongs to which entry?
C55H96Cl2FN4O18S